[1]
Entry from the Open Molecules 2025 dataset: a structure of composition C24H30F4N8PZr (ωB97M-V with the def2-TZVPD basis set).

The geometry in XYZ format:
```
68
Properties=species:S:1:pos:R:3:forces:R:3:nbo_charge:R:1
Zr 0.110 -0.184 0.000 -0.1 1.4 0.2 2.450
C -1.468 0.033 5.405 -0.3 0.1 0.3 -0.424
N -0.590 -0.026 4.238 -0.1 -0.1 -0.3 -0.273
C 0.773 0.072 4.279 0.3 0.0 -0.1 -0.020
C 1.215 -0.016 2.995 0.0 -0.1 0.3 -0.037
N 0.125 -0.181 2.166 -0.1 -0.1 0.5 -0.685
C -0.964 -0.177 2.956 -0.2 0.0 0.1 0.122
P -2.712 -0.051 2.412 0.4 0.0 -0.3 0.840
C -2.736 -1.215 0.984 -0.2 0.1 0.1 0.111
N -1.941 -1.163 -0.098 -0.3 -0.5 -0.1 -0.668
C -2.542 -1.945 -1.055 -0.1 -0.1 0.0 -0.062
C -3.692 -2.469 -0.549 0.1 0.0 -0.1 -0.024
N -3.801 -2.003 0.729 0.3 0.0 0.0 -0.285
C -4.904 -2.330 1.631 -0.4 0.0 0.2 -0.422
C -2.430 1.396 1.321 -0.2 0.0 0.2 0.094
N -1.450 1.522 0.414 -0.1 0.0 0.0 -0.636
C -1.723 2.679 -0.276 0.0 0.3 0.0 -0.048
C -2.859 3.244 0.225 0.2 0.0 -0.1 -0.023
N -3.291 2.427 1.228 0.2 -0.1 0.0 -0.281
C -4.480 2.656 2.047 -0.3 0.0 0.2 -0.420
H -0.869 -0.085 6.303 0.1 0.0 0.0 0.260
H -1.979 0.994 5.457 0.1 0.0 -0.1 0.240
H -2.206 -0.765 5.373 0.1 0.0 -0.1 0.240
H 1.324 0.204 5.195 -0.1 0.0 0.0 0.273
H 2.226 0.022 2.629 0.0 0.0 0.0 0.256
H -2.136 -2.093 -2.043 0.0 0.0 0.0 0.246
H -4.427 -3.118 -0.996 0.0 0.0 0.0 0.272
H -5.175 -3.375 1.505 0.1 0.0 0.0 0.257
H -4.610 -2.168 2.664 0.1 0.0 0.0 0.234
H -5.780 -1.723 1.404 0.1 0.1 0.0 0.245
H -1.115 3.066 -1.074 0.0 -0.1 0.0 0.254
H -3.367 4.152 -0.053 0.0 0.0 0.1 0.268
H -4.918 3.609 1.765 0.0 0.0 0.0 0.259
H -5.221 1.875 1.885 0.0 0.0 -0.1 0.232
H -4.217 2.692 3.102 0.1 0.0 0.0 0.236
C 0.639 -4.802 0.488 0.0 0.1 0.0 -0.648
C -0.006 -3.418 0.464 0.1 -0.4 0.1 -0.206
N 0.827 -2.343 -0.183 0.1 -0.5 0.2 -0.571
C 0.931 -2.554 -1.664 0.0 0.1 -0.2 -0.241
C 0.715 -1.261 -2.468 0.3 -0.5 0.1 -0.618
C 2.166 -2.366 0.481 0.4 0.3 -0.1 -0.219
C 3.012 -1.183 0.057 0.0 -0.2 -0.1 -0.256
N 2.144 -0.004 0.031 0.0 -0.6 0.1 -0.846
C 2.704 1.228 -0.290 0.3 0.8 -0.4 0.081
C 1.895 2.116 -0.993 0.2 -0.3 0.1 0.236
F 0.629 1.567 -1.328 0.1 0.3 0.0 -0.350
C 2.260 3.380 -1.393 -0.2 -0.1 0.0 0.382
F 1.383 4.131 -2.042 0.0 0.0 -0.1 -0.271
C 3.534 3.820 -1.101 0.1 0.0 0.0 -0.303
C 4.383 2.971 -0.407 -0.2 0.1 -0.1 0.399
F 5.595 3.370 -0.095 0.1 0.0 0.0 -0.250
C 3.986 1.702 -0.002 -0.3 -0.2 0.2 0.305
F 4.820 0.949 0.712 0.1 0.0 0.0 -0.281
H -0.127 -5.544 0.704 0.0 0.0 0.0 0.258
H 1.404 -4.894 1.257 0.0 0.0 0.0 0.231
H 1.079 -5.066 -0.475 0.0 0.0 0.0 0.227
H -0.220 -3.090 1.484 0.0 0.0 0.0 0.211
H -0.945 -3.486 -0.075 0.0 0.1 0.0 0.215
H 0.190 -3.294 -1.963 -0.1 0.0 0.1 0.239
H 1.904 -2.967 -1.926 0.0 0.0 0.1 0.246
H -0.211 -0.726 -2.166 -0.1 -0.1 -0.5 0.144
H 0.568 -1.517 -3.516 -0.2 0.1 0.0 0.307
H 1.579 -0.601 -2.434 -0.1 0.1 0.0 0.255
H 2.696 -3.290 0.255 -0.1 -0.1 0.0 0.247
H 1.992 -2.327 1.558 0.0 -0.1 0.0 0.224
H 3.447 -1.342 -0.936 0.0 0.1 0.0 0.217
H 3.849 -1.089 0.747 0.0 0.1 0.0 0.259
H 3.868 4.802 -1.408 0.0 0.0 0.0 0.294
```
Forces are in eV/Å.

multiplicity = 1
total charge = +3
HOMO energy = -16.89 eV
frontier orbital gap = 7.249 eV
max |F| = 1.37 eV Å⁻¹
LUMO level = -9.65 eV

[2]
Entry from the Open Molecules 2025 dataset: an isolated molecule of C24H30N2O (ωB97M-V with the def2-TZVPD basis set).

The geometry in XYZ format:
```
57
Properties=species:S:1:pos:R:3:forces:R:3:nbo_charge:R:1
C -0.568 -2.813 2.301 0.0 0.1 -0.1 -0.651
C -1.033 -2.077 1.093 0.2 -0.2 -0.1 0.195
C -0.505 -1.995 -0.170 0.0 -0.2 0.2 -0.136
C -1.384 -1.156 -0.927 -0.4 0.2 0.3 -0.096
C -1.401 -0.713 -2.251 0.0 0.0 0.0 -0.212
C -2.447 0.078 -2.664 0.0 0.0 -0.2 -0.217
C -3.492 0.417 -1.802 -0.1 -0.1 0.1 -0.231
C -3.519 -0.005 -0.487 -0.1 0.0 0.0 -0.030
C -2.435 -0.773 -0.064 0.1 0.2 -0.7 0.189
N -2.185 -1.334 1.155 -0.2 0.0 0.3 -0.543
H -2.758 -1.231 1.975 0.0 0.0 -0.1 0.410
C -4.665 0.289 0.434 0.1 -0.1 -0.1 -0.636
H -5.347 1.004 -0.019 -0.1 0.1 0.0 0.222
H -5.221 -0.626 0.645 -0.1 0.0 0.1 0.218
H -4.311 0.694 1.381 0.0 0.1 0.1 0.208
H -4.307 1.019 -2.178 -0.1 0.1 0.0 0.206
H -2.477 0.435 -3.683 0.0 0.0 -0.1 0.208
H -0.615 -0.991 -2.938 0.1 0.0 -0.1 0.208
C 0.674 -2.758 -0.708 0.0 0.0 0.2 -0.223
N 2.000 -2.169 -0.672 0.0 -0.1 -0.1 -0.456
C 2.528 -1.840 0.632 0.0 0.1 0.1 -0.214
C 2.162 -0.435 1.132 0.2 -0.1 -0.2 -0.435
H 2.660 -0.254 2.088 0.0 0.1 0.1 0.205
H 1.083 -0.390 1.288 0.0 0.0 0.1 0.223
C 2.539 0.657 0.124 0.1 0.3 0.1 -0.040
C 1.916 0.274 -1.224 0.2 -0.3 0.1 -0.448
C 2.304 -1.149 -1.649 0.0 0.2 -0.1 -0.204
H 1.798 -1.403 -2.583 0.1 0.0 0.0 0.198
H 3.384 -1.199 -1.838 0.0 0.1 -0.1 0.180
H 0.830 0.325 -1.128 0.0 0.1 -0.1 0.238
H 2.210 0.979 -2.006 -0.1 0.1 -0.1 0.195
C 4.077 0.789 0.031 -0.3 -0.4 0.2 -0.066
O 4.510 1.796 -0.852 0.1 0.3 -0.4 -0.716
H 4.219 1.565 -1.741 0.1 0.0 0.0 0.462
H 4.469 1.079 1.010 -0.1 -0.1 0.0 0.180
H 4.531 -0.169 -0.245 0.0 0.1 0.1 0.162
C 2.022 2.037 0.600 0.1 -0.2 -0.2 -0.425
C 0.533 2.214 0.588 0.1 0.1 0.1 -0.029
C -0.231 1.928 1.712 0.0 0.0 0.0 -0.166
C -1.595 2.155 1.718 -0.1 0.0 0.1 -0.237
C -2.220 2.672 0.597 0.0 0.1 0.1 -0.219
C -1.474 2.941 -0.537 0.0 0.1 -0.1 -0.198
C -0.110 2.716 -0.538 0.0 0.0 0.0 -0.207
H 0.469 2.952 -1.419 0.1 0.0 -0.1 0.209
H -1.955 3.338 -1.418 0.0 0.0 -0.1 0.213
H -3.279 2.877 0.606 -0.1 0.0 0.0 0.210
H -2.169 1.946 2.610 -0.1 0.0 0.1 0.204
H 0.252 1.548 2.603 0.1 0.0 0.1 0.199
H 2.476 2.794 -0.043 0.0 0.0 0.1 0.231
H 2.393 2.196 1.616 0.1 0.0 0.0 0.208
H 2.173 -2.586 1.346 0.1 -0.1 0.0 0.197
H 3.619 -1.934 0.578 0.0 0.0 0.1 0.187
H 0.750 -3.705 -0.159 -0.1 0.0 -0.1 0.198
H 0.472 -3.003 -1.755 0.0 -0.1 0.1 0.206
H 0.017 -2.164 2.955 0.1 0.0 0.1 0.224
H -1.420 -3.186 2.867 0.0 -0.1 0.1 0.218
H 0.055 -3.657 2.016 0.0 -0.1 0.0 0.229
```
Forces are in eV/Å.

multiplicity = 1
HOMO energy = -7.64 eV
frontier orbital gap = 8.269 eV
max |F| = 0.69 eV Å⁻¹
ΔE to the lowest compared entry with this formula, charge and spin = 0.0898 eV
LUMO level = 0.63 eV
SMILES = Cc1[nH]c2c(C)cccc2c1CN1CCC(CO)(Cc2ccccc2)CC1

[3]
Entry from the Open Molecules 2025 dataset: an isolated molecule of C24H30N2O3 (ωB97M-V with the def2-TZVPD basis set).

The geometry in XYZ format:
```
59
Properties=species:S:1:pos:R:3:forces:R:3:nbo_charge:R:1
C -5.570 -0.491 0.360 -0.1 -0.2 0.1 -0.253
H -5.339 -0.651 1.417 0.0 0.0 0.0 0.180
O -5.133 0.774 -0.081 0.2 0.3 -0.1 -0.493
C -3.803 1.054 -0.021 0.1 0.2 -0.1 0.340
C -2.832 0.173 0.442 -0.1 -0.1 0.0 -0.373
C -1.499 0.562 0.452 -0.1 0.2 0.0 0.117
C -1.127 1.825 0.017 0.2 0.1 0.0 -0.373
C -2.098 2.712 -0.438 -0.3 -0.1 0.0 0.332
C -3.430 2.320 -0.461 0.0 0.0 0.0 -0.311
H -4.181 3.005 -0.816 -0.1 0.1 -0.1 0.232
O -1.845 3.976 -0.882 -0.3 -0.2 0.0 -0.493
C -0.516 4.437 -0.867 0.2 0.1 0.0 -0.251
H -0.554 5.459 -1.242 0.1 -0.1 0.0 0.200
H 0.125 3.837 -1.522 0.0 0.0 0.0 0.171
H -0.102 4.437 0.146 0.0 0.0 0.0 0.177
H -0.084 2.101 0.045 0.1 0.0 0.0 0.219
C -0.457 -0.405 0.945 0.0 0.0 0.1 -0.265
N -0.295 -1.552 0.044 0.0 0.0 -0.1 -0.479
C 0.010 -1.059 -1.298 0.0 0.0 -0.4 -0.249
C 0.362 -2.184 -2.272 -0.1 0.2 0.1 -0.226
N 1.423 -3.044 -1.796 0.1 -0.2 -0.2 -0.428
C 1.064 -3.552 -0.494 0.0 0.2 0.2 -0.221
H 1.880 -4.170 -0.113 -0.1 0.0 0.0 0.203
C 0.720 -2.481 0.559 0.3 -0.3 0.3 -0.069
C 0.256 -3.178 1.853 -0.3 0.1 -0.2 -0.433
H 0.170 -2.444 2.655 0.1 0.0 0.1 0.208
H 1.029 -3.891 2.147 0.1 0.0 0.1 0.214
C -1.073 -3.934 1.728 0.4 -0.3 0.1 -0.058
O -2.143 -3.130 1.313 -0.4 0.3 -0.1 -0.759
H -1.799 -2.577 0.585 0.0 0.0 0.0 0.494
H -1.350 -4.338 2.708 0.1 -0.1 -0.1 0.179
H -0.953 -4.787 1.042 0.0 0.0 0.1 0.147
H 1.649 -1.926 0.794 -0.2 -0.1 0.0 0.191
H 0.190 -4.192 -0.651 0.0 0.0 0.1 0.199
C 2.782 -2.554 -1.954 -0.2 -0.5 -0.3 -0.296
C 3.123 -1.332 -1.239 0.3 0.7 0.4 0.006
C 3.338 -0.310 -0.637 0.0 -0.8 -0.5 -0.057
C 3.489 0.905 0.072 0.0 0.4 0.2 -0.051
C 2.949 2.081 -0.452 0.0 0.0 0.0 -0.213
C 3.057 3.265 0.251 0.0 0.1 0.0 -0.203
C 3.699 3.290 1.479 0.0 0.1 0.0 -0.208
C 4.237 2.125 2.003 0.0 0.1 0.1 -0.210
C 4.135 0.936 1.308 0.0 0.0 0.0 -0.188
H 4.551 0.024 1.712 0.0 0.0 0.0 0.219
H 4.738 2.145 2.960 0.0 0.0 0.1 0.217
H 3.781 4.217 2.027 0.0 0.1 0.0 0.216
H 2.640 4.174 -0.160 0.0 0.1 0.0 0.213
H 2.451 2.053 -1.412 0.0 0.0 0.0 0.221
H 2.941 -2.385 -3.026 0.1 -0.1 0.1 0.225
H 3.456 -3.357 -1.634 0.0 0.1 -0.1 0.225
H 0.648 -1.752 -3.234 -0.1 0.0 0.0 0.205
H -0.517 -2.818 -2.425 0.0 0.1 -0.1 0.199
H -0.879 -0.537 -1.662 0.1 0.0 0.0 0.218
H 0.839 -0.337 -1.266 -0.2 0.0 0.0 0.183
H -0.776 -0.780 1.919 0.1 0.0 0.0 0.220
H 0.506 0.121 1.072 -0.1 -0.1 0.0 0.181
H -3.089 -0.808 0.803 -0.1 -0.1 0.1 0.232
H -6.650 -0.491 0.222 0.1 0.0 0.0 0.198
H -5.128 -1.299 -0.231 0.0 0.0 0.0 0.180
```
Forces are in eV/Å.

multiplicity = 1
HOMO energy = -8.36 eV
frontier orbital gap = 9.000 eV
max |F| = 1.00 eV Å⁻¹
ΔE to the lowest compared entry with this formula, charge and spin = 5.3327 eV
LUMO level = 0.64 eV
SMILES = COc1cc(CN2CCN(CC#Cc3ccccc3)C[C@@H]2CCO)cc(OC)c1

frontier orbital gap of number 2 (C24H30N2O)?
8.269 eV